1.
2 unconnected molecules or ions with the total composition C4H8N2O in a non-equilibrium geometry, computed with ωB97M-V/def2-TZVPD.

Structure (XYZ):
```
15
Properties=species:S:1:pos:R:3:forces:R:3
H -2.195 0.064 1.356 -1.2 -2.2 0.4
O -2.915 -0.441 2.136 0.1 1.5 -0.2
N -1.292 0.042 0.301 1.5 1.8 1.5
H -2.563 -1.282 2.423 0.4 0.0 -0.2
C -0.033 0.392 0.758 -0.2 -0.6 -2.0
C -1.154 -0.218 -1.021 -2.5 -0.2 -0.9
C 0.879 0.142 -0.252 1.5 0.3 0.9
N 0.178 -0.321 -1.403 0.7 -0.3 1.0
H 0.506 -0.507 -2.338 0.1 0.4 0.3
H -1.995 -0.586 -1.591 0.3 -0.3 -0.2
H 0.097 0.971 1.668 0.1 -0.6 0.0
C 2.374 0.380 -0.412 -1.5 -0.5 -1.1
H 2.668 -0.358 -1.201 0.4 0.4 0.8
H 2.422 1.355 -0.889 0.7 0.5 -0.2
H 3.024 0.368 0.467 -0.4 -0.2 -0.1
```
Forces are in eV/Å.

Summary:
Relative energy (zero: lowest compared OMol25 entry of this formula, charge and spin) in kJ/mol: 135.7
F_max in eV/Å: 2.74
Expectation value of S²: 0.76
HOMO (alpha / beta) in Eh: 0.040 / -0.119
Multiplicity: 2
Total energy in Ha: -341.8761
Orbital gap (alpha / beta) in eV: 2.97 / 7.17
Total charge: -1
E_LUMO (alpha / beta) in eV: 4.0622 / 3.9267

2.
A molecular structure, C32H28FN4NiOPS, computed with ωB97M-V/def2-TZVPD.

Structure (XYZ):
```
69
Properties=species:S:1:pos:R:3:forces:R:3
Ni -1.372 1.899 -1.584 0.0 0.0 0.0
C 1.963 3.710 0.201 0.0 0.0 0.0
C 0.959 2.989 -0.632 0.0 0.0 0.0
N -0.306 2.988 -0.423 -0.1 0.1 0.0
N -0.839 3.709 0.605 0.0 0.1 0.0
C -2.136 3.527 0.664 -0.1 -0.1 0.2
N -2.792 4.141 1.692 0.0 0.1 -0.2
S -3.063 2.493 -0.383 -0.1 0.1 0.0
C 1.355 2.173 -1.796 0.0 0.0 0.0
C 2.671 2.005 -2.191 0.0 0.0 0.0
C 2.948 1.186 -3.279 0.0 0.0 0.0
C 1.903 0.566 -3.934 0.0 0.0 0.0
C 0.607 0.792 -3.488 0.0 0.0 0.0
N 0.339 1.581 -2.456 0.0 0.0 0.0
H 1.458 4.236 1.004 0.0 0.0 0.0
H 2.526 4.426 -0.403 0.0 0.0 0.0
H 2.678 3.004 0.632 0.0 0.0 0.0
H -2.301 4.892 2.153 0.0 -0.1 0.0
H -3.792 4.228 1.613 0.1 0.0 0.0
H 3.465 2.502 -1.652 0.0 0.0 0.0
H 3.969 1.036 -3.603 0.0 0.0 0.0
H 2.071 -0.088 -4.778 0.0 0.0 0.0
H -0.250 0.332 -3.963 0.0 0.0 0.0
F -4.365 -1.879 -5.212 0.0 0.0 0.0
C -3.729 -1.006 -4.389 0.0 0.0 0.0
C -3.605 0.309 -4.778 0.0 0.0 0.0
C -2.945 1.193 -3.927 0.0 0.0 0.0
C -2.408 0.784 -2.704 0.0 -0.1 0.0
C -2.576 -0.561 -2.354 0.1 0.0 0.0
C -3.229 -1.463 -3.186 0.0 0.0 0.0
H -4.022 0.630 -5.725 0.0 0.0 0.0
H -2.856 2.230 -4.236 0.0 0.0 0.0
H -2.168 -0.913 -1.413 0.0 0.0 0.0
H -3.359 -2.503 -2.914 0.0 0.0 0.0
O 0.005 -0.303 -0.278 0.1 0.0 0.0
P 0.373 -1.026 0.969 -0.1 0.0 0.0
C 0.151 -0.016 2.446 0.0 0.0 0.0
C 0.989 -0.079 3.555 0.0 0.0 0.0
C 0.749 0.736 4.652 0.0 0.0 0.0
C -0.324 1.618 4.638 0.0 0.0 0.0
C -1.157 1.689 3.529 0.0 0.0 0.0
C -0.924 0.872 2.434 0.0 0.0 0.0
C -0.598 -2.526 1.219 0.0 0.0 0.0
C -0.989 -2.972 2.478 0.0 0.0 0.0
C -1.728 -4.140 2.602 0.0 0.0 0.0
C -2.084 -4.859 1.470 0.0 0.0 0.0
C -1.706 -4.412 0.211 0.0 0.0 0.0
C -0.964 -3.248 0.084 0.0 0.0 0.0
C 2.101 -1.557 0.977 0.0 0.0 -0.1
C 2.560 -2.664 1.684 0.0 0.0 0.0
C 3.907 -2.996 1.655 0.0 0.0 0.0
C 4.796 -2.230 0.914 0.0 0.0 0.0
C 4.339 -1.133 0.196 0.0 0.0 0.0
C 2.994 -0.797 0.227 0.0 0.0 0.0
H 1.837 -0.753 3.561 0.0 0.0 0.0
H 1.402 0.687 5.514 0.0 0.0 0.0
H -0.504 2.260 5.491 0.0 0.0 0.0
H -1.980 2.391 3.503 0.0 0.0 0.0
H -1.562 0.934 1.559 0.0 0.0 0.0
H -0.725 -2.403 3.361 0.0 0.0 0.0
H -2.034 -4.484 3.582 0.0 0.0 0.0
H -2.667 -5.765 1.568 0.0 0.0 0.0
H -1.997 -4.965 -0.672 0.0 0.0 0.0
H -0.681 -2.877 -0.895 0.0 0.0 0.0
H 1.865 -3.275 2.248 0.0 0.0 0.0
H 4.262 -3.859 2.204 0.0 0.0 0.0
H 5.846 -2.495 0.888 0.0 0.0 0.0
H 5.030 -0.543 -0.393 0.0 0.0 0.0
H 2.619 0.042 -0.346 0.0 0.0 0.0
```
Forces are in eV/Å.

Summary:
Relative energy (zero: lowest compared OMol25 entry of this formula, charge and spin) in kJ/mol: 11.2
F_max in eV/Å: 0.25
HOMO in Eh: -0.281
Total energy in Ha: -3878.2779
Orbital gap in eV: 7.41
Total charge: 0
E_LUMO in eV: -0.2394

3.
A molecular structure, C5H11NOS in a non-equilibrium geometry, computed with ωB97M-V/def2-TZVPD.

Structure (XYZ):
```
19
Properties=species:S:1:pos:R:3:forces:R:3
C -1.576 1.242 0.987 -3.5 3.6 1.3
C -0.588 0.249 0.488 -2.0 1.1 1.4
C 0.910 0.506 0.747 -0.8 -6.3 0.9
C 0.381 0.283 -0.590 0.2 2.1 -2.0
C 0.526 -0.888 -1.454 -1.5 -3.2 0.4
H -1.357 1.436 2.261 -1.0 -0.4 -4.0
H -1.542 2.306 0.383 0.1 -2.4 1.9
H -2.909 0.915 0.854 4.4 0.7 0.5
H -1.173 -0.691 0.548 1.9 -0.2 0.5
H 1.481 1.343 1.066 -0.1 0.7 0.3
H 1.320 -0.731 2.188 0.1 -0.5 0.5
H -0.821 1.957 -1.626 2.3 0.0 -0.4
H -0.428 -0.997 -2.064 1.5 0.8 -0.1
H 1.450 -0.787 -2.038 -0.3 -0.4 -0.1
H 1.063 -1.910 0.199 -1.0 -0.8 -0.7
H 0.874 -2.969 -1.029 -1.6 2.1 0.7
N 0.380 -2.107 -0.553 2.7 -2.3 -2.2
O 1.396 -0.864 1.243 1.4 3.8 1.5
S 0.613 1.708 -1.607 -2.9 1.7 -0.4
```
Forces are in eV/Å.

Summary:
Relative energy (zero: lowest compared OMol25 entry of this formula, charge and spin) in kJ/mol: 585.7
F_max in eV/Å: 6.38
HOMO in Eh: -0.331
Total energy in Ha: -725.1018
Orbital gap in eV: 9.66
Total charge: 0
E_LUMO in eV: 0.6572

4.
2 unconnected molecules or ions with the total composition CH4N4 in a non-equilibrium geometry, computed with ωB97M-V/def2-TZVPD.

Structure (XYZ):
```
9
Properties=species:S:1:pos:R:3:forces:R:3
C -0.535 -0.039 0.600 -1.4 0.4 -2.8
N 1.090 -0.014 -1.373 1.7 -2.0 0.8
N -0.037 -0.569 1.552 1.1 0.4 3.3
N 1.925 -0.823 -1.036 -2.6 2.3 0.2
N -1.470 0.742 -0.010 0.7 0.1 3.1
H -0.040 -0.256 2.586 -0.4 -0.5 -1.7
H 2.392 -1.265 -1.813 0.8 -0.4 -1.0
H -1.492 0.649 -0.982 -0.1 0.4 -1.4
H -1.834 1.576 0.476 0.1 -0.6 -0.6
```
Forces are in eV/Å.

Summary:
Relative energy (zero: lowest compared OMol25 entry of this formula, charge and spin) in kJ/mol: 513.8
F_max in eV/Å: 3.55
HOMO (alpha / beta) in Eh: -0.240 / -0.303
Total energy in Ha: -259.3642
Orbital gap (alpha / beta) in eV: 7.14 / 8.85
Total charge: 0
E_LUMO (alpha / beta) in eV: 0.6151 / 0.6163